# 1
{"formula": "C2H2NO3", "method": "ωB97M-V/def2-TZVPD", "symbols": ["C", "N", "O", "C", "O", "O", "H", "H"], "xyz": [[-1.2788, 0.1343, -0.0277], [-0.0034, 0.4721, 0.0284], [0.2455, 1.7349, 0.0258], [1.3191, -0.5698, 0.0523], [0.8356, -1.6854, 0.0051], [2.3668, -0.0624, 0.0528], [-1.9460, 0.8798, 0.0829], [-1.5388, -0.9034, -0.2196]], "forces_ev_per_a": [[3.60, -3.37, -0.29], [-1.38, 2.36, -0.38], [0.50, -0.62, 0.39], [-3.57, -2.04, -0.53], [-0.07, -1.09, 0.14], [2.89, 2.15, 0.20], [-2.14, 2.39, 0.11], [0.17, 0.22, 0.35]], "total_charge": -1, "smiles": "C=[N+]([O-])C(=O)[O-]", "lumo_energy_ev": 4.42, "relative_energy_kcal_mol": 75.4, "e_homo_ev": -3.8900, "gap_ha": 0.30550}

---

# 2
{"formula": "C34H31Cl3IN6OPRuS2Si", "method": "ωB97M-V/def2-TZVPD", "symbols": ["Ru", "C", "S", "C", "S", "N", "N", "C", "C", "C", "C", "C", "C", "N", "H", "H", "H", "H", "H", "H", "H", "H", "I", "C", "C", "C", "C", "C", "C", "C", "C", "C", "P", "C", "C", "C", "C", "C", "C", "C", "C", "C", "C", "C", "C", "C", "H", "H", "H", "H", "H", "H", "H", "H", "H", "H", "H", "H", "H", "H", "H", "H", "C", "N", "C", "C", "O", "N", "C", "N", "H", "H", "H", "H", "H", "H", "H", "Cl", "Si", "Cl", "Cl"], "xyz": [[-0.9111, -0.8529, -0.0809], [-4.9361, -2.4792, -4.6031], [-4.6705, -0.8688, -3.8265], [-3.0565, -1.2090, -3.0916], [-1.6856, -0.5689, -3.8376], [-3.1818, -1.9988, -2.0661], [-2.0971, -2.2086, -1.2433], [-2.0418, -3.4133, -0.7499], [-0.9591, -3.7446, 0.1680], [-0.7499, -5.0308, 0.6383], [0.3430, -5.2677, 1.4551], [1.1978, -4.2161, 1.7556], [0.9016, -2.9506, 1.2820], [-0.1609, -2.7042, 0.5135], [-5.8518, -2.3931, -5.1849], [-5.0541, -3.2562, -3.8528], [-4.1089, -2.7068, -5.2703], [-2.7570, -4.1659, -1.0653], [-1.4374, -5.8161, 0.3662], [0.5255, -6.2568, 1.8494], [2.0754, -4.3611, 2.3647], [1.5256, -2.1011, 1.5184], [0.8712, -0.9726, -2.2657], [2.7389, -1.3655, -1.3677], [3.4265, -2.3614, -2.0071], [4.7909, -2.5924, -1.7448], [5.4444, -1.7609, -0.8918], [4.7572, -0.7235, -0.2121], [5.4952, 0.1546, 0.6117], [4.8770, 1.1752, 1.2667], [3.4806, 1.2759, 1.2032], [2.7007, 0.4280, 0.4435], [0.9003, 0.6392, 0.8414], [1.0853, 0.7161, 2.6733], [1.9741, -0.1646, 3.2980], [2.1048, -0.1862, 4.6730], [1.3504, 0.6756, 5.4566], [0.4835, 1.5663, 4.8495], [0.3504, 1.5869, 3.4676], [0.5744, 2.3750, 0.3711], [1.4778, 3.1136, -0.3890], [1.2025, 4.4324, -0.7246], [0.0270, 5.0300, -0.2993], [-0.8893, 4.2952, 0.4418], [-0.6262, 2.9729, 0.7581], [3.3514, -0.5482, -0.3780], [2.9296, -2.9598, -2.7583], [5.3117, -3.3857, -2.2598], [6.5069, -1.8668, -0.7218], [6.5634, 0.0072, 0.6967], [5.4374, 1.8713, 1.8732], [3.0060, 2.0317, 1.8142], [2.6081, -0.8140, 2.7088], [2.8018, -0.8721, 5.1343], [1.4479, 0.6586, 6.5326], [-0.0960, 2.2553, 5.4478], [-0.3211, 2.3064, 3.0294], [2.4105, 2.6720, -0.7140], [1.9170, 4.9928, -1.3117], [-0.1734, 6.0653, -0.5394], [-1.8127, 4.7502, 0.7749], [-1.3706, 2.4008, 1.2955], [-3.3735, 3.5763, -2.8460], [-3.1026, 2.4875, -1.9360], [-4.1064, 1.7602, -1.1836], [-3.2594, 0.6758, -0.5736], [-3.6324, -0.2309, 0.1456], [-1.9556, 0.8359, -0.9388], [-1.9206, 1.8858, -1.7853], [-0.8393, 2.2623, -2.4554], [-4.3038, 4.0533, -2.5474], [-3.4736, 3.2265, -3.8755], [-2.5816, 4.3227, -2.7823], [-4.8908, 1.3365, -1.8156], [-4.5590, 2.3754, -0.4014], [-0.0170, 1.6816, -2.3971], [-0.9227, 2.8788, -3.2448], [-3.4444, -2.4742, 2.0466], [-1.9864, -1.0136, 2.0529], [-2.8183, 0.7401, 2.7965], [-0.8375, -1.6837, 3.6247]], "forces_ev_per_a": [[0.92, 0.27, -0.80], [-0.12, 0.00, 0.02], [0.15, 0.04, -0.18], [-0.11, -0.32, 0.10], [0.03, 0.11, -0.15], [0.29, 0.30, 0.42], [-0.48, -1.12, 0.64], [0.36, 0.73, -0.44], [-0.28, 0.31, -0.22], [0.17, 0.17, 0.02], [0.03, 0.12, -0.01], [-0.09, -0.01, -0.13], [0.13, -0.08, -0.10], [-0.29, -0.12, 0.18], [0.00, -0.01, 0.00], [0.01, 0.01, 0.03], [0.03, 0.00, -0.03], [0.03, 0.05, -0.03], [-0.04, -0.05, -0.03], [0.03, -0.03, 0.00], [0.05, 0.00, 0.07], [-0.05, -0.06, 0.04], [-0.10, -0.11, 0.06], [0.00, -0.07, -0.03], [0.06, 0.02, 0.08], [-0.05, 0.02, 0.02], [-0.04, 0.02, 0.00], [0.06, -0.03, 0.03], [-0.03, -0.01, -0.01], [-0.03, 0.00, -0.02], [0.05, 0.03, -0.07], [-0.06, 0.07, -0.11], [-0.47, -0.08, 0.21], [0.04, -0.11, 0.01], [0.01, 0.06, -0.02], [0.01, -0.01, 0.00], [-0.03, 0.01, -0.01], [0.01, -0.02, 0.00], [0.04, 0.04, -0.02], [0.04, -0.05, -0.13], [0.05, 0.03, 0.06], [-0.01, -0.01, 0.00], [0.01, 0.00, 0.00], [0.01, -0.02, -0.04], [-0.05, -0.03, -0.03], [-0.06, -0.02, 0.08], [-0.03, -0.02, -0.05], [0.02, -0.05, -0.02], [0.05, 0.00, 0.01], [0.05, -0.01, 0.00], [0.02, 0.03, 0.03], [-0.01, 0.01, 0.01], [0.00, -0.04, 0.01], [0.02, -0.03, 0.01], [0.01, 0.01, 0.05], [-0.02, 0.02, 0.02], [-0.01, -0.01, 0.03], [-0.02, 0.00, -0.02], [0.02, 0.02, -0.01], [-0.01, 0.03, -0.02], [-0.03, 0.02, 0.01], [-0.01, -0.01, 0.00], [-0.05, 0.03, -0.07], [0.11, -0.05, 0.09], [-0.04, 0.07, -0.02], [-0.11, -0.13, 0.18], [-0.03, 0.15, 0.13], [-0.12, 0.11, 0.42], [0.20, -0.23, -0.45], [-0.04, 0.10, 0.25], [0.00, 0.01, -0.01], [0.00, -0.01, -0.02], [0.00, 0.03, 0.01], [0.05, 0.00, -0.02], [-0.02, -0.05, -0.02], [-0.06, 0.04, -0.01], [0.00, -0.01, 0.02], [-0.03, 0.00, -0.03], [-0.32, 0.11, -0.16], [0.06, -0.11, 0.05], [0.12, -0.08, 0.13]], "s_squared": 0.76, "total_charge": 1, "lumo_energy_ev": [-3.41, -4.08], "multiplicity": 2, "relative_energy_kcal_mol": 12.4, "e_homo_ev": [-9.8457, -9.8406], "gap_ha": [0.23650, 0.21161]}

---

# 3
{"formula": "C10H15N2O", "method": "ωB97M-V/def2-TZVPD", "symbols": ["C", "C", "C", "C", "C", "C", "C", "C", "C", "C", "N", "N", "O", "H", "H", "H", "H", "H", "H", "H", "H", "H", "H", "H", "H", "H", "H", "H"], "xyz": [[-2.6484, -1.9001, 1.6976], [-2.6180, -1.2506, 0.4882], [-1.5245, -1.9055, 2.5512], [-1.4608, -0.6428, 0.1030], [-0.3809, -1.3521, 2.0808], [-0.2879, -0.7424, 0.8447], [0.2477, 2.6241, -0.1437], [1.5620, -1.8805, -1.5880], [1.3297, -0.3642, -1.1665], [1.0161, -0.3016, 0.2961], [-0.4605, 3.2083, 0.8383], [0.5000, 3.4388, -1.1852], [2.0016, 0.0252, 1.0500], [-3.6173, -2.2306, 2.0972], [-3.5188, -1.0624, -0.1658], [-1.5298, -2.3392, 3.5373], [-1.2192, -0.2627, -0.8992], [0.5607, -1.5303, 2.5919], [0.4810, -2.2264, -1.6193], [2.1800, -2.5331, -0.9670], [2.0547, -1.8452, -2.5675], [0.4107, -0.1190, -1.7396], [2.1421, 0.3228, -1.4095], [-0.4609, 2.9171, 1.7607], [-1.1693, 4.0000, 0.5679], [0.9770, 3.1696, -1.9691], [0.2307, 4.4289, -1.2095], [2.9124, 0.0483, 0.7519]], "forces_ev_per_a": [[-0.82, 0.34, 1.97], [-1.48, 0.99, -1.27], [-1.32, -0.31, -0.72], [2.33, -0.04, -2.15], [2.43, -0.26, 0.56], [0.63, 0.50, 0.05], [1.04, 0.16, 0.15], [-1.29, 0.73, -0.14], [-0.83, -0.94, 0.00], [0.06, 0.50, -1.53], [-1.89, 2.74, -3.44], [-2.11, 1.03, 2.38], [-1.36, -0.77, 2.31], [0.55, -0.26, -0.34], [0.99, -0.73, 0.99], [-0.22, -0.22, 0.00], [-1.33, 0.32, 0.38], [-0.18, 0.30, 0.44], [1.66, -0.41, -0.30], [-0.20, 0.39, 0.33], [-0.55, -0.21, 0.08], [0.89, 0.36, 0.33], [-0.11, -0.15, 0.04], [-0.26, -1.04, 1.60], [2.02, -1.58, 1.05], [1.28, -1.18, -1.95], [-0.07, -0.41, 0.21], [0.12, 0.16, -1.01]], "total_charge": 1, "lumo_energy_ev": -4.59, "relative_energy_kcal_mol": 31.5, "e_homo_ev": -11.6344, "gap_ha": 0.25903}